No. 1
Density functional theory data (ωB97M-V/def2-TZVPD) for a 8-piece molecular cluster, BrH14O7 overall at a distorted geometry.

Results
* Kohn-Sham gap: 9.6 eV
* relative energy (zero: lowest compared OMol25 entry of this formula, charge and spin): 2.491 eV
* molecular weight: 206.0 g/mol
* HOMO level: -6.4 eV
* total charge: -1
* E_tot: -3109.1520 a.u.

Last column: Löwdin charge in e.
Geometry (Å):
Br -0.1317 0.0250 0.1240  0.32
O 2.9212 -1.2955 0.2590  -0.20
H 3.7098 -0.7039 0.4806  0.05
H 2.0325 -0.7909 0.4389  -0.07
O -1.2676 -2.1648 2.4090  -0.22
H -1.2358 -2.9556 1.7780  0.03
H -0.8514 -1.4566 1.7004  -0.06
O 0.0510 -2.3999 -2.0305  -0.06
H -0.1819 -1.8370 -1.4268  -0.21
H 0.5658 -3.0154 -1.4203  0.09
O 1.4755 0.1418 -2.8071  -0.23
H 0.7609 -0.3880 -2.2945  -0.05
H 2.3362 -0.5639 -2.9521  0.13
O -0.4296 2.9479 -1.5844  -0.04
H -1.3598 2.9317 -1.8401  0.04
H -0.2866 2.2477 -1.0550  -0.16
O -3.0253 1.7855 0.3617  -0.13
H -3.6199 1.4413 1.0716  0.05
H -2.1475 1.3672 0.2978  -0.11
O 0.0376 1.8385 3.0495  -0.06
H 0.7638 1.2526 3.2587  0.03
H -0.1171 1.5925 2.1818  -0.12

No. 2
Density functional theory data (ωB97M-V/def2-TZVPD) for a 3-piece molecular cluster, C5H16N2S overall at a distorted geometry.

Results
* Kohn-Sham gap: 6.3 eV
* relative energy (zero: lowest compared OMol25 entry of this formula, charge and spin): 6.279 eV
* molecular weight: 136.3 g/mol
* HOMO level: -8.4 eV
* E_tot: -707.5537 a.u.

Last column: Löwdin charge in e.
Geometry (Å):
C -1.2539 -0.8934 3.4667  -0.16
C -0.2939 0.0754 2.6217  -0.36
C -0.8324 1.3861 1.9156  -0.46
S -2.2862 0.7846 0.5012  0.36
H -1.7388 -0.3118 4.2314  0.04
H -0.5197 -1.5558 3.9277  0.06
H -1.9740 -1.3560 2.6475  0.06
H 0.5633 0.3708 3.2962  0.11
H 0.0616 -0.4898 1.7567  0.07
H 0.0579 1.8062 1.4113  0.04
H -1.1779 2.1606 2.6638  0.06
C 1.1827 0.2257 -1.8793  -0.27
N 2.5877 0.8300 -2.0775  -0.01
C 1.0026 -0.6677 -3.0617  -0.39
N -0.2780 -1.1466 -3.2305  -0.01
H 0.3082 0.9322 -1.8440  0.11
H 1.1326 -0.5140 -1.0395  0.11
H 2.5623 1.3713 -2.9179  0.03
H 2.7307 1.5575 -1.3347  0.07
H 1.6834 -1.6012 -3.0532  0.13
H 1.4570 -0.1069 -3.8938  0.10
H -1.0037 -1.3021 -2.6364  0.02
H -0.6536 -1.7006 -4.0213  0.10
H -3.3179 0.1455 2.5502  0.19

No. 3
Density functional theory data (ωB97M-V/def2-TZVPD) for C34H40N4O2P2Zr as an isolated structure at a distorted geometry.

Results
* Kohn-Sham gap: 5.3 eV
* relative energy (zero: lowest compared OMol25 entry of this formula, charge and spin): 2.129 eV
* molecular weight: 689.9 g/mol
* HOMO level: -13.3 eV
* total charge: +2
* E_tot: -2418.1255 a.u.

Last column: Löwdin charge in e.
Geometry (Å):
Zr -0.1595 1.2399 1.0684  1.65
C -1.5343 1.9159 -4.1617  -0.10
C -1.6227 0.5883 -3.9923  -0.13
C -0.6722 -0.3937 -4.6206  -0.17
C 0.7757 0.1367 -4.7245  -0.17
C 1.2782 0.8407 -3.4927  -0.14
C 1.0500 2.1153 -3.1563  -0.10
C 0.6434 3.1382 -4.1760  -0.15
C -0.5435 2.6330 -5.0263  -0.18
C 1.4369 2.3211 2.1839  -0.25
H -2.3058 2.5995 -3.8097  0.09
H -2.5842 0.1263 -3.7355  0.11
H -0.9988 -0.6307 -5.6518  0.14
H -0.6926 -1.3441 -4.0613  0.10
H 1.4420 -0.7100 -4.9432  0.13
H 0.8431 0.8048 -5.5947  0.10
H 2.0553 0.2778 -2.9699  0.08
H 1.3667 2.5156 -2.1994  0.06
H 1.4564 3.4075 -4.8793  0.14
H 0.3039 4.0472 -3.6555  0.12
H -1.0627 3.4724 -5.5108  0.13
H -0.1819 1.9819 -5.8270  0.10
H 0.8278 2.9044 2.9027  0.03
H 2.1687 3.0002 1.7327  0.01
H 1.9981 1.5884 2.7903  0.03
P 1.6090 -0.2492 -0.1733  1.08
P -1.4051 -1.4110 0.6268  1.12
N 3.0654 0.7339 -0.8437  -0.21
N 2.7454 -1.4352 0.5900  -0.23
N -2.2447 0.1846 0.1049  -0.27
N -2.9542 -2.1435 0.7385  -0.29
C 0.6549 -1.2767 -1.4002  -0.35
C -0.6655 -1.9668 -0.9493  -0.34
C 3.0839 2.1263 -0.6944  -0.22
C 4.2110 2.6583 -1.3050  -0.05
C 4.9389 1.5566 -1.8524  -0.04
C 4.2387 0.3929 -1.5296  -0.12
C 3.7020 -1.0850 1.5590  -0.13
C 4.4487 -2.2110 1.8898  -0.05
C 3.9818 -3.2848 1.0629  -0.05
C 2.9721 -2.7735 0.2537  -0.14
C -2.4995 1.3983 0.8646  -0.27
C -2.7286 2.4219 -0.1025  -0.01
C -2.8951 1.7762 -1.3313  -0.03
C -2.6163 0.4305 -1.1822  -0.10
C -4.0715 -2.2625 -0.1077  -0.11
C -5.0412 -3.0134 0.5559  -0.04
C -4.5168 -3.3361 1.8566  -0.05
C -3.2592 -2.7732 1.9562  -0.13
H 1.3455 -2.0485 -1.7627  0.09
H 0.4096 -0.6680 -2.2843  0.03
H -1.4367 -1.8994 -1.7357  0.07
H -0.4789 -3.0457 -0.7749  0.11
H 2.3005 2.6363 -0.1479  0.05
H 4.4654 3.7117 -1.3411  0.11
H 5.8558 1.6235 -2.4238  0.11
H 4.5116 -0.6383 -1.6826  0.12
H 3.7584 -0.0732 1.9294  0.11
H 5.2366 -2.2612 2.6279  0.11
H 4.3476 -4.3007 1.0601  0.11
H 2.3901 -3.2414 -0.5230  0.09
H -3.0579 1.3164 1.7998  0.15
H -2.8387 3.4842 0.1079  0.14
H -3.2081 2.2346 -2.2502  0.10
H -2.6975 -0.4012 -1.8551  0.08
H -4.0817 -1.8219 -1.0950  0.10
H -6.0036 -3.3098 0.1596  0.11
H -4.9939 -3.9272 2.6197  0.11
H -2.5169 -2.7577 2.7428  0.10
O -1.1155 1.3779 3.1616  -0.13
C -0.5727 0.2938 3.5768  -0.55
O 0.2262 -0.3088 2.7539  -0.23
C -0.8580 -0.2452 4.9115  -0.16
C -0.3540 -1.5030 5.2380  -0.01
C -0.5649 -2.0052 6.5183  -0.05
C -1.2223 -1.2350 7.4934  -0.03
C -1.7492 0.0110 7.1295  -0.04
C -1.5724 0.5179 5.8387  0.00
H 0.1861 -2.0440 4.4671  0.12
H -0.2053 -3.0040 6.7686  0.12
H -1.2950 -1.5886 8.5259  0.12
H -2.2984 0.6056 7.8615  0.12
H -1.9541 1.4808 5.5075  0.12

No. 4
Density functional theory data (ωB97M-V/def2-TZVPD) for one molecule with the formula C8H12N2O7 at a distorted geometry.

Results
* Kohn-Sham gap: 9.6 eV
* relative energy (zero: lowest compared OMol25 entry of this formula, charge and spin): 3.954 eV
* molecular weight: 248.2 g/mol
* HOMO level: -9.7 eV
* E_tot: -948.1876 a.u.

Last column: Löwdin charge in e.
Geometry (Å):
N -1.8500 -1.2773 -1.9981  0.07
C -1.1589 0.1510 -2.0148  -0.21
C -2.1243 1.2879 -2.4375  -0.03
C -1.7948 2.7153 -1.8803  -0.52
O -1.3484 3.7321 -2.3766  0.08
O -2.2051 2.7240 -0.5998  0.02
C -0.5952 0.1251 -0.6666  -0.30
O -1.0296 0.9153 0.3167  -0.01
N 0.3113 -0.7743 -0.1336  0.12
C 0.8265 -0.3983 1.2717  -0.12
C 1.5685 -1.6341 1.8309  -0.06
C 1.6892 -1.8255 3.3905  -0.45
O 0.9983 -1.2658 4.1732  0.15
O 2.7755 -2.6421 3.7437  0.08
C 1.7097 0.8767 0.9689  -0.42
O 2.9145 0.6951 0.9111  0.10
O 1.0649 1.9792 0.5938  0.14
H -1.8283 -1.7508 -1.0839  0.08
H -1.2824 -1.7353 -2.6709  0.04
H -0.2931 -0.1244 -2.6968  0.17
H -3.2018 1.2140 -2.0687  0.15
H -2.3387 1.4008 -3.4883  0.11
H -1.8387 1.7848 -0.2597  0.01
H 0.7310 -1.3341 -0.7920  0.11
H -0.1330 -0.2971 1.8840  0.18
H 2.5593 -1.7066 1.3415  0.12
H 1.0500 -2.5273 1.5092  0.12
H 3.1160 -2.9638 2.8739  0.11
H 1.7078 2.6556 0.3586  0.15

No. 5
Density functional theory data (ωB97M-V/def2-TZVPD) for a 2-piece molecular cluster, C4H7N2P overall at a distorted geometry.

Results
* Kohn-Sham gap (spin up / spin down): 7.3 / 7.5 eV
* relative energy (zero: lowest compared OMol25 entry of this formula, charge and spin): 4.480 eV
* molecular weight: 114.1 g/mol
* HOMO level (spin up / spin down): -8.7 / -8.5 eV
* E_tot: -607.2947 a.u.

Last column: Löwdin charge in e.
Geometry (Å):
C 1.9263 -1.4133 0.1799  -0.16
C 0.9492 0.5221 -0.1396  -0.39
C -0.0110 -0.3882 0.1469  -0.04
C 0.8161 1.9820 -0.5655  -0.07
N 2.1455 -0.1587 -0.1331  0.08
N 0.5370 -1.6015 0.3223  0.02
P -3.2961 -1.0078 0.6903  0.60
H 2.6333 -2.0369 0.4696  0.06
H 0.9712 2.7592 0.3166  0.10
H 1.5516 2.2301 -1.3028  0.05
H -0.2674 2.1492 -0.9227  0.09
H 0.0072 -2.5186 0.3749  0.16
H -4.0461 -0.7793 -0.4150  -0.29
H -3.9168 0.2617 0.9783  -0.22